Here is 8 unconnected molecules or ions with the total composition C29H57O22P3 from the OMol25 dataset. Energies are from the ωB97M-V functional and the def2-TZVPD basis.

Last column: Mulliken charge in e.
Geometry (Å):
C1 -2.775 -8.155 -1.077  -0.74
O1 -2.660 -6.735 -0.695  -0.23
P1 -1.510 -5.873 -1.365  0.54
O2 -0.404 -6.574 -2.093  -0.77
O3 -2.299 -4.900 -2.342  -0.40
C2 -3.411 -4.126 -1.897  -0.37
O4 -1.105 -4.815 -0.230  0.52
C3 -0.268 -5.395 0.787  -0.75
H1 -3.435 -8.188 -1.940  0.29
H2 -3.076 -8.744 -0.242  0.24
H3 -1.806 -8.493 -1.449  0.35
H4 -4.377 -4.643 -1.936  0.31
H5 -3.409 -3.396 -2.672  0.09
H6 -3.303 -3.617 -0.908  0.16
H7 0.717 -4.926 0.771  0.19
H8 -0.102 -6.457 0.584  0.33
H9 -0.699 -5.310 1.784  0.26
C4 1.122 3.721 -1.507  -0.13
O5 1.609 4.597 -2.674  -0.42
P2 2.280 5.974 -2.267  0.98
O6 3.143 6.382 -3.395  -0.75
O7 1.021 6.928 -1.894  -0.17
C5 1.221 8.398 -2.028  -0.71
O8 2.875 5.856 -0.783  -0.30
C6 4.214 5.283 -0.720  -0.74
H10 0.794 2.829 -2.047  0.14
H11 0.273 4.174 -1.007  0.16
H12 1.917 3.567 -0.813  0.10
H13 1.707 8.623 -2.972  0.33
H14 1.852 8.778 -1.217  0.29
H15 0.208 8.797 -1.939  0.20
H16 4.911 6.125 -0.760  0.36
H17 4.480 4.858 -1.684  0.38
H18 4.322 4.546 0.079  0.15
C7 4.768 -1.086 0.815  -0.09
O9 5.064 0.326 0.889  -0.41
P3 4.009 1.263 1.551  0.77
O10 2.717 1.553 0.921  -0.03
O11 3.870 0.587 3.029  -0.42
C8 2.912 1.301 3.937  -0.42
O12 4.898 2.573 1.866  -0.39
C9 6.252 2.363 2.493  -0.76
H19 5.546 -1.483 0.118  0.23
H20 3.788 -1.259 0.417  -0.19
H21 4.903 -1.483 1.835  0.27
H22 1.906 1.342 3.518  -0.03
H23 3.348 2.257 4.079  0.38
H24 2.928 0.856 4.921  0.27
H25 6.991 2.369 1.669  0.24
H26 6.259 1.469 3.135  0.32
H27 6.460 3.251 3.058  0.29
O13 -3.210 -1.321 6.557  -0.60
C10 -3.060 -1.868 5.507  0.42
C11 -3.528 -3.270 5.088  -0.52
C12 -3.560 -3.164 3.555  -0.43
C13 -2.426 -2.184 3.301  0.53
O14 -2.532 -1.220 4.404  -0.31
H28 -2.948 -4.026 5.606  0.28
H29 -4.474 -3.412 5.547  0.33
H30 -3.407 -4.103 3.060  0.29
H31 -4.521 -2.765 3.206  0.30
H32 -1.430 -2.663 3.342  -0.10
H33 -2.546 -1.640 2.352  -0.22
O15 2.588 -3.768 -0.381  -0.63
C14 2.487 -3.307 -1.507  0.70
C15 1.277 -3.443 -2.490  0.29
C16 1.612 -2.413 -3.529  -0.46
C17 3.202 -2.254 -3.427  -0.55
O16 3.492 -2.649 -2.073  -0.39
H34 1.215 -4.449 -2.896  0.40
H35 0.345 -3.340 -1.916  -0.50
H36 1.361 -2.664 -4.555  0.43
H37 1.106 -1.477 -3.258  0.09
H38 3.747 -2.952 -4.091  0.25
H39 3.644 -1.277 -3.615  0.38
O17 -3.188 3.785 -2.113  -0.66
C18 -2.726 4.076 -1.033  0.50
C19 -2.757 5.391 -0.269  -0.40
C20 -2.612 4.973 1.168  -0.67
C21 -1.773 3.689 1.031  -0.34
O18 -2.073 3.143 -0.305  -0.06
H40 -1.880 5.972 -0.617  0.05
H41 -3.694 5.881 -0.543  0.39
H42 -2.243 5.725 1.851  0.37
H43 -3.624 4.715 1.551  0.28
H44 -0.704 3.825 1.097  0.29
H45 -2.089 2.910 1.703  0.26
O19 -0.373 1.421 2.524  -0.67
C22 -0.009 0.484 1.869  0.24
C23 -0.208 0.141 0.393  1.35
C24 0.827 -0.910 0.138  0.95
C25 1.058 -1.541 1.561  0.14
O20 0.608 -0.563 2.518  -0.38
H46 -1.222 -0.271 0.354  -0.59
H47 -0.182 1.097 -0.128  -0.17
H48 0.433 -1.730 -0.487  -1.23
H49 1.687 -0.389 -0.287  0.31
H50 0.415 -2.426 1.607  -0.46
H51 2.062 -1.908 1.820  0.46
O21 -3.406 -1.221 -0.258  -0.50
C26 -3.659 -0.509 -1.226  0.46
C27 -2.882 -0.430 -2.513  0.43
C28 -3.470 0.766 -3.215  -0.46
C29 -4.810 0.995 -2.461  -0.56
O22 -4.748 0.247 -1.242  -0.38
H52 -1.811 -0.419 -2.243  -0.16
H53 -2.979 -1.372 -3.068  0.14
H54 -2.865 1.659 -3.053  0.09
H55 -3.601 0.519 -4.266  0.41
H56 -5.011 2.049 -2.248  0.33
H57 -5.576 0.569 -3.094  0.31

Results
Energy (eV): -103916.3769
Max |F| (hartree/bohr): 0.05762
SMILES: COP(=O)(OC)OC.COP(=O)(OC)OC.COP(=O)(OC)OC.O=C1CCCO1.O=C1CCCO1.O=C1CCCO1.O=C1CCCO1.O=C1CCCO1
Kohn-Sham gap (eV): 10.375